(1)
21
Properties=species:S:1:pos:R:3:forces:R:3 method="wB97M-V/def2-TZVPD" total_charge=0 e_homo_ev=-7.681 homo_lumo_gap_ev=8.4 lumo_energy_ha=0.02805
C -0.667 1.383 -1.521 0.0809 -0.2683 -0.0677
N -0.911 0.889 0.927 0.2709 1.0244 0.0974
C 0.072 1.162 -0.234 -0.0564 1.9585 0.8146
N -0.450 1.096 2.257 0.1333 0.0709 -0.4412
N 1.270 1.565 -0.070 -1.1525 -1.1305 -0.2117
H -1.809 1.366 0.810 0.3986 0.0630 -0.0890
H -0.013 2.014 2.317 -0.0009 -0.1176 0.0315
H 0.276 0.401 2.426 -0.1605 -0.0482 0.0533
H 1.626 1.395 0.868 -0.1211 0.2298 0.1522
H -0.862 2.454 -1.641 0.0324 -0.1001 0.0713
H -0.048 1.041 -2.348 -0.0361 0.0607 0.0489
H -1.612 0.840 -1.558 0.0639 -0.0108 0.0681
C 1.340 -1.785 0.311 0.1193 -0.0985 -0.0779
C 0.018 -1.296 -0.206 -1.5149 -0.2666 1.1273
C -0.634 -1.963 -1.162 0.3220 0.0538 -0.0406
H -0.855 -0.334 0.637 1.6085 -1.5160 -1.5116
H 2.111 -1.018 0.177 0.0150 -0.0275 0.0733
H 1.695 -2.693 -0.192 -0.0306 0.0358 -0.0517
H 1.286 -2.017 1.382 0.0109 0.0765 -0.0671
H -0.236 -2.865 -1.633 0.0657 0.0536 -0.0767
H -1.597 -1.635 -1.548 -0.0483 -0.0427 0.0972



(2)
21
Properties=species:S:1:pos:R:3:forces:R:3 method="wB97M-V/def2-TZVPD" total_charge=0 e_homo_ev=-8.310 homo_lumo_gap_ev=9.2 lumo_energy_ha=0.03278
H 0.840 1.923 1.726 0.1368 -0.0780 0.1293
N 1.560 1.284 1.380 0.0394 -0.1241 -0.7220
C 1.451 1.214 0.097 0.4089 -0.4026 1.9125
C 2.429 0.371 -0.676 -0.1420 0.1014 -0.2056
N 0.472 1.890 -0.569 -0.9812 0.0126 -1.0987
H 2.036 0.128 -1.666 0.1459 0.0071 0.0423
H 2.622 -0.559 -0.134 -0.0038 0.2857 -0.0358
H 3.368 0.921 -0.786 -0.0584 -0.1347 -0.0389
H -0.421 1.896 -0.072 0.3148 0.2534 -0.1407
H 0.308 1.574 -1.519 0.1214 0.1167 0.1318
C -0.349 -2.348 -0.024 0.1670 -0.0443 -0.0442
C -1.024 -1.161 0.579 -0.1885 0.4766 -0.3577
C -1.824 -0.334 -0.100 0.7331 -1.5639 -0.2311
N -2.391 0.815 0.391 -0.9903 1.1611 0.7570
H -0.265 -2.260 -1.111 -0.1056 -0.0824 0.1152
H 0.666 -2.438 0.379 -0.1169 -0.1051 -0.0853
H -0.896 -3.263 0.219 0.1651 -0.0813 -0.0616
H -0.786 -0.954 1.621 -0.1553 0.0779 -0.0190
H -2.059 -0.517 -1.148 0.1741 -0.0672 0.0666
H -2.420 0.829 1.411 -0.0747 0.1084 -0.3996
H -3.319 0.988 0.003 0.4101 0.0825 0.2855



(3)
22
Properties=species:S:1:pos:R:3:forces:R:3 method="wB97M-V/def2-TZVPD" total_charge=0 e_homo_ev=-6.884 homo_lumo_gap_ev=7.7 lumo_energy_ha=0.02977
C -1.865 0.504 -0.982 1.0990 -0.2205 -2.4514
C 0.067 -1.804 -0.848 -0.2106 -0.1232 -0.0110
C -0.982 -1.137 1.245 0.1793 -0.0324 -0.0483
N -0.318 -0.699 0.024 -0.8616 0.2969 -0.4082
C 0.711 0.268 0.232 0.2792 1.1006 -0.2178
C 0.559 1.507 -0.292 -0.6785 -0.3967 -1.6161
N 1.902 -0.241 0.813 -0.0517 -0.0277 0.4854
N 1.450 2.527 0.021 0.4793 0.1181 -0.0816
O -1.251 0.873 -2.046 -1.7690 -1.1906 1.2363
H -0.232 1.477 -1.508 1.1911 0.6643 2.9568
H 1.829 -0.496 1.792 0.1126 0.1022 -0.0282
H 2.685 0.384 0.672 -0.0392 -0.0878 -0.0026
H 1.184 3.450 -0.281 -0.0146 -0.1260 0.0334
H 1.860 2.536 0.949 -0.1148 -0.0668 -0.1749
H -2.108 1.244 -0.218 0.5458 -0.1987 0.4252
H -2.470 -0.406 -1.007 -0.1068 0.1600 -0.1329
H -1.282 -0.261 1.817 0.0236 0.0082 0.0401
H -0.812 -2.415 -1.058 -0.0436 -0.0166 -0.0506
H 0.440 -1.384 -1.780 0.0299 -0.0599 0.0158
H 0.825 -2.449 -0.393 0.0305 0.1511 -0.0268
H -1.870 -1.717 0.989 0.0131 -0.0520 0.0193
H -0.322 -1.763 1.859 -0.0931 -0.0023 0.0383



(4)
22
Properties=species:S:1:pos:R:3:forces:R:3 method="wB97M-V/def2-TZVPD" total_charge=0 e_homo_ev=-8.162 homo_lumo_gap_ev=9.0 lumo_energy_ha=0.03255
C 0.801 -0.804 -0.116 -0.3767 0.3272 -0.3111
C 0.854 0.669 0.242 -1.7682 0.2378 -1.8634
C -0.816 1.283 -0.714 0.9386 1.3196 1.4276
C -2.046 1.031 0.136 0.1463 -0.0413 -0.0011
N 0.185 -1.563 0.967 -0.0766 0.0406 -0.0351
N 2.116 -1.246 -0.545 -0.2468 -0.2219 0.0569
N 0.756 0.994 1.551 -0.0141 0.1648 0.2481
C -0.151 -0.732 -1.346 0.3509 -2.9728 0.2134
O -1.158 -1.447 -1.397 0.9946 1.4115 -0.1033
H 1.554 1.248 -0.350 0.1164 -0.1536 0.1619
H -0.796 -1.716 0.731 0.1691 -0.1335 -0.0600
H 0.623 -2.469 1.074 -0.0462 0.0968 -0.0761
H 2.049 -2.154 -0.993 0.0964 -0.0583 0.0675
H 2.754 -1.318 0.242 -0.0284 0.0046 -0.0380
H 1.321 1.740 1.929 -0.5548 -0.2386 0.1154
H 0.204 0.340 2.100 0.6529 0.3384 0.2173
H 0.392 -0.379 -2.236 -0.4314 0.4025 -0.0416
H -0.460 2.309 -0.577 -0.1613 0.1273 0.2101
H -1.076 1.301 -1.773 0.2806 -0.5999 -0.1375
H -2.462 0.044 -0.070 -0.0952 -0.0041 -0.0310
H -2.817 1.779 -0.062 -0.0311 -0.0716 -0.0278
H -1.827 1.091 1.204 0.0848 0.0246 0.0076



(5)
22
Properties=species:S:1:pos:R:3:forces:R:3 method="wB97M-V/def2-TZVPD" total_charge=0 e_homo_ev=-9.102 homo_lumo_gap_ev=10.1 lumo_energy_ha=0.03550
H 0.855 0.987 0.635 -0.2546 -0.1164 -0.2249
N 1.438 1.117 -0.184 0.3217 0.0358 0.2172
C 0.837 0.865 -1.270 0.0441 0.2579 0.0985
N 1.509 0.907 -2.459 0.0033 0.0041 -0.5787
C -0.605 0.421 -1.468 -0.0664 -0.4740 0.1283
C -0.857 -1.024 -1.137 0.4023 0.2543 0.3727
O -1.428 1.154 -1.964 0.0917 0.1058 -0.1862
H 2.417 1.338 -2.425 0.0911 0.0290 0.0480
H 0.973 1.092 -3.293 0.0203 0.0125 0.1015
H -0.199 -1.629 -1.755 0.1347 -0.1597 -0.1206
H -0.589 -1.205 -0.088 -0.1231 0.0646 -0.3429
H -1.880 -1.281 -1.332 -0.5169 -0.1106 -0.0668
C 1.040 -1.708 1.701 0.2317 -0.2535 -0.0350
C 0.311 -1.073 2.593 -0.0655 0.1434 0.2736
H 0.762 -2.681 1.327 -0.1014 -0.1552 -0.0463
H 1.952 -1.291 1.310 0.1718 0.1351 -0.0818
H 0.609 -0.112 2.984 0.0672 0.1643 0.0161
H -0.602 -1.484 2.990 -0.1839 -0.1355 0.0471
N -1.438 1.222 0.855 -0.1883 0.3133 0.7881
H -1.502 1.167 1.877 -0.0021 0.0726 -0.4488
H -1.242 2.195 0.617 -0.0718 -0.1992 0.0517
H -2.363 1.022 0.489 -0.0061 0.0112 -0.0106



(6)
22
Properties=species:S:1:pos:R:3:forces:R:3 method="wB97M-V/def2-TZVPD" total_charge=0 e_homo_ev=-8.489 homo_lumo_gap_ev=9.5 lumo_energy_ha=0.03802
H 0.922 -1.990 0.125 -0.9272 0.2225 -0.6277
N 0.173 -1.286 0.047 -0.7349 -0.8650 0.0375
C -0.625 -1.209 -0.925 -0.8494 1.5016 1.8839
C -1.601 -0.026 -0.961 0.9143 0.7400 -0.9819
C -2.120 0.509 0.339 0.4647 1.8003 0.8016
C -3.122 -0.284 1.057 -1.2771 -1.7436 1.6587
H -0.798 -1.844 -1.747 0.5809 -1.2643 -1.0122
H -2.365 -0.257 -1.665 -1.0412 -0.4014 -0.4494
H -1.074 0.796 -1.490 0.0758 -0.2956 0.2775
H -2.502 1.554 0.383 0.6057 -0.3676 -1.0012
H -1.272 0.504 1.012 0.3995 0.3577 0.1951
H -3.379 0.183 2.050 0.2592 -0.3124 -0.9783
H -4.106 -0.446 0.533 1.1028 -0.1384 0.3120
H -2.568 -1.218 1.322 -1.2058 0.0695 -0.2249
N 3.957 1.333 -0.116 -3.6650 -0.2640 0.8149
C 3.387 0.165 -0.539 0.5791 1.2346 1.8815
N 2.280 -0.252 -0.090 0.2143 -0.1998 -0.1535
O 1.639 0.658 0.836 1.6382 -0.1801 -1.2945
H 4.851 1.425 -0.390 3.4543 1.1531 -0.5313
H 3.469 1.873 0.610 0.7729 -0.4266 -0.7443
H 4.085 -0.441 -1.108 -0.7411 -0.3549 -0.3469
H 0.769 0.251 0.720 -0.6199 -0.2658 0.4833